(1)
Density functional theory data (wB97M-V/def2-TZVPD) for C8B2InO16 as an isolated structure at a distorted geometry.

Values from the calculation:
Multiplicity ... 2
Strongest force on any atom ... 6.14 eV Å⁻¹
HOMO energy (spin up / spin down) ... -9.000 / -9.000 eV
HOMO-LUMO gap (spin up / spin down) ... 6.03 / 2.04 eV

```
27
Properties=species:S:1:pos:R:3:forces:R:3
In -4.221 1.772 -2.244 0.88 -0.68 0.51
O 2.238 1.199 4.929 -0.46 1.00 -0.84
C 1.544 1.705 4.099 -0.34 -3.16 1.48
O 0.412 1.291 3.605 0.39 1.36 -0.18
B -0.227 2.353 2.711 -1.67 -1.25 -0.81
O 0.931 3.288 2.461 1.91 -0.58 2.22
C 1.927 3.001 3.299 2.55 5.06 -2.35
O 3.015 3.649 3.436 -4.58 -3.01 -0.43
O -1.431 2.916 3.369 1.14 -0.25 -1.21
C -2.452 2.788 2.501 -2.90 0.56 0.30
O -3.593 3.179 2.664 2.31 -0.58 -0.13
C -1.994 2.002 1.248 -0.54 -0.39 -0.78
O -0.713 1.778 1.400 1.42 0.46 1.22
O -2.664 1.643 0.297 0.50 0.88 1.08
O 3.497 -2.732 -4.423 -2.58 -0.90 1.80
C 2.459 -2.950 -3.772 3.46 -0.50 -3.50
O 1.864 -2.086 -3.055 -1.98 2.18 2.06
B 0.564 -2.584 -2.530 0.33 -1.50 0.07
O 0.572 -4.020 -2.955 0.28 0.17 -0.95
C 1.616 -4.241 -3.798 0.71 -0.83 -0.03
O 1.938 -5.232 -4.416 -1.23 1.23 1.16
O 0.390 -2.499 -1.071 -1.58 1.36 0.40
C -0.665 -1.678 -0.759 1.81 0.69 1.86
O -0.949 -1.271 0.357 0.21 -1.13 -2.18
C -1.246 -1.153 -2.086 -2.31 0.94 -1.45
O -0.627 -1.827 -3.052 -0.83 1.65 0.52
O -2.187 -0.291 -2.215 3.09 -2.77 0.19
```
Forces are in eV/Å.


(2)
Density functional theory data (wB97M-V/def2-TZVPD) for C8B2O18V as an isolated structure at a distorted geometry.

Values from the calculation:
Strongest force on any atom ... 4.99 eV Å⁻¹
HOMO energy ... -6.635 eV
Charge ... -1
Energy relative to the best compared isomer or geometry (same formula, charge and spin) ... 0.0 kJ/mol
HOMO-LUMO gap ... 1.66 eV

```
29
Properties=species:S:1:pos:R:3:forces:R:3
O 0.856 5.106 -5.909 3.57 -3.23 1.31
V 1.953 3.985 -5.437 -0.53 4.15 -0.38
O 3.394 4.661 -5.318 -3.24 -1.24 -0.44
O -1.122 -0.091 4.565 -0.91 1.79 -0.74
C -1.483 0.828 3.850 0.38 -1.10 2.23
O -1.293 0.880 2.574 -0.37 0.26 -2.28
B -1.714 2.174 2.023 0.68 0.74 -0.45
O -2.278 2.927 3.155 -0.04 -0.02 -0.89
C -2.177 2.198 4.238 0.07 -0.79 2.45
O -2.510 2.506 5.364 0.26 -0.17 -1.45
O -2.587 2.235 0.810 -1.20 -1.07 0.95
C -1.940 2.578 -0.249 -0.30 0.22 -3.67
O -2.328 2.639 -1.425 0.41 -0.20 2.74
C -0.528 2.969 0.166 0.86 0.92 -0.59
O -0.493 2.838 1.463 1.14 0.23 0.28
O 0.329 3.414 -0.588 -0.84 -0.64 1.14
O -1.203 -4.247 1.750 2.79 0.77 -3.02
C -0.250 -3.978 0.979 -3.15 -1.34 3.32
O -0.286 -3.658 -0.289 -0.43 0.76 -0.62
B 1.047 -3.186 -0.698 0.02 -0.94 -0.23
O 1.878 -3.473 0.454 2.30 1.02 -0.75
C 1.209 -3.931 1.455 -2.67 0.66 0.10
O 1.504 -4.106 2.583 1.41 -0.60 1.24
O 1.108 -1.774 -1.213 0.12 -0.72 0.14
C 1.576 -1.790 -2.433 0.15 2.90 -2.48
O 1.732 -0.782 -3.168 -0.29 -2.75 2.04
C 1.836 -3.255 -2.885 0.63 -1.50 -1.46
O 1.557 -4.012 -1.814 0.21 0.65 -1.66
O 2.214 -3.651 -4.002 -1.04 1.25 3.18
```
Forces are in eV/Å.


strongest force on any atom of number 2 (C8B2O18V)?
4.99 eV Å⁻¹


What is the strongest force on any atom in the second record?
4.99 eV Å⁻¹